[1]
{"formula": "C35H42ClF5N5OSTi", "method": "wB97M-V/def2-TZVPD", "species": ["Ti", "C", "C", "N", "C", "C", "S", "C", "C", "N", "H", "H", "H", "H", "H", "H", "H", "H", "H", "H", "H", "H", "H", "H", "C", "C", "C", "C", "C", "C", "C", "N", "C", "C", "C", "C", "C", "C", "C", "N", "C", "C", "C", "C", "H", "H", "H", "H", "H", "H", "H", "H", "H", "H", "H", "H", "H", "H", "H", "H", "H", "H", "H", "H", "H", "H", "H", "H", "Cl", "C", "C", "C", "C", "N", "C", "H", "H", "H", "H", "F", "C", "C", "F", "C", "F", "C", "O", "C", "F", "C", "F"], "xyz": [[-0.844, 0.746, -0.873], [-3.079, 2.540, -1.809], [-1.839, 2.740, -2.683], [-0.585, 2.570, -1.914], [-0.124, 3.771, -1.201], [-0.862, 4.053, 0.106], [-1.131, 2.543, 1.117], [-2.953, 2.522, 1.282], [-3.619, 1.493, 0.364], [-2.914, 1.354, -0.926], [-3.951, 2.427, -2.455], [-3.250, 3.421, -1.194], [-1.884, 3.730, -3.146], [-1.845, 1.999, -3.482], [0.160, 2.378, -2.636], [-0.223, 4.657, -1.838], [0.936, 3.633, -0.983], [-1.833, 4.509, -0.063], [-0.274, 4.734, 0.718], [-3.308, 3.535, 1.104], [-3.162, 2.282, 2.323], [-4.662, 1.787, 0.214], [-3.619, 0.522, 0.856], [-3.337, 0.565, -1.412], [4.132, 2.174, 3.344], [4.104, 0.699, 2.898], [3.869, -0.195, 4.120], [5.460, 0.329, 2.271], [2.997, 0.566, 1.873], [3.161, 1.071, 0.576], [2.110, 1.041, -0.308], [0.911, 0.522, -0.004], [0.765, -0.075, 1.207], [1.774, -0.030, 2.157], [-0.476, -0.851, 1.354], [-0.754, -1.701, 2.419], [-1.843, -2.560, 2.384], [-2.620, -2.537, 1.213], [-2.316, -1.662, 0.205], [-1.287, -0.796, 0.268], [-2.211, -3.484, 3.525], [-3.558, -2.998, 4.096], [-1.161, -3.474, 4.639], [-2.364, -4.925, 3.014], [4.961, 2.324, 4.034], [3.205, 2.447, 3.851], [4.271, 2.841, 2.491], [4.714, -0.102, 4.800], [3.787, -1.244, 3.827], [2.975, 0.097, 4.674], [6.213, 0.266, 3.054], [5.797, 1.079, 1.555], [5.409, -0.639, 1.771], [4.102, 1.497, 0.261], [2.215, 1.438, -1.310], [1.603, -0.469, 3.128], [-0.091, -1.705, 3.272], [-3.468, -3.196, 1.098], [-2.899, -1.646, -0.710], [-3.514, -1.939, 4.358], [-3.786, -3.561, 5.001], [-4.372, -3.155, 3.388], [-1.105, -2.502, 5.134], [-0.174, -3.752, 4.263], [-1.442, -4.207, 5.393], [-3.108, -5.014, 2.222], [-2.692, -5.559, 3.837], [-1.415, -5.316, 2.644], [2.302, -1.200, -5.873], [2.508, 0.282, -5.027], [3.765, 0.844, -4.860], [3.859, 2.042, -4.170], [2.709, 2.616, -3.659], [1.499, 2.065, -3.802], [1.404, 0.934, -4.498], [4.645, 0.365, -5.268], [4.816, 2.528, -4.040], [2.746, 3.559, -3.124], [0.409, 0.537, -4.656], [-1.590, -4.591, -5.296], [-1.394, -3.495, -4.586], [-2.418, -2.563, -4.463], [-3.585, -2.767, -5.048], [-2.199, -1.431, -3.703], [-3.173, -0.520, -3.488], [-0.977, -1.187, -3.079], [-0.790, -0.068, -2.375], [0.022, -2.149, -3.199], [1.164, -1.919, -2.546], [-0.176, -3.294, -3.948], [0.780, -4.201, -4.049]], "mulliken_charge": [-1.24, -0.94, -0.53, 0.67, -0.66, -0.87, 0.00, -0.82, -0.54, 0.13, 0.44, 0.37, 0.61, 0.18, 0.06, 0.49, 0.29, 0.39, 0.66, 0.45, 0.54, 0.49, 0.23, 0.32, -1.56, 1.89, -1.99, -1.65, 0.30, -0.83, -0.96, 0.73, 0.31, -0.53, 0.00, -0.48, -0.04, -0.99, -0.81, 1.21, 1.87, -1.57, -2.11, -1.58, 0.44, 0.35, 0.38, 0.46, 0.45, 0.39, 0.47, 0.35, 0.38, 0.42, 0.52, 0.50, 0.67, 0.53, 0.35, 0.34, 0.46, 0.37, 0.41, 0.47, 0.45, 0.34, 0.47, 0.39, -0.16, 0.13, -0.31, -0.60, -0.57, -0.39, -0.84, 0.47, 0.47, 0.42, 0.89, -0.28, 0.62, -0.02, -0.27, 0.03, -0.35, -0.26, 1.04, 0.15, -0.36, 0.18, -0.29], "s2": 0.753, "e_tot_ev": -106525.348, "spin_multiplicity": 2, "charge": 2}

---

[2]
{"formula": "C35H42ClGdN3O4", "method": "wB97M-V/def2-TZVPD", "species": ["Gd", "Cl", "N", "N", "C", "C", "C", "C", "C", "C", "H", "H", "H", "H", "H", "H", "C", "C", "C", "C", "H", "H", "H", "H", "H", "H", "O", "H", "H", "O", "H", "H", "C", "C", "C", "H", "H", "C", "C", "H", "C", "C", "C", "C", "H", "C", "H", "H", "H", "H", "H", "H", "H", "H", "C", "C", "C", "C", "C", "C", "N", "C", "C", "C", "C", "C", "C", "C", "O", "O", "C", "C", "H", "H", "H", "H", "H", "H", "H", "H", "H", "H", "H", "H", "H", "H"], "xyz": [[-1.603, 0.196, -1.008], [-3.356, 1.150, 0.768], [-0.579, 2.461, -1.385], [-0.985, -2.248, -1.186], [-1.510, 3.196, -1.954], [-1.589, -2.974, -2.100], [0.561, 3.365, -1.071], [-0.093, 4.757, -1.152], [1.630, 3.186, -2.138], [1.099, 3.029, 0.298], [1.226, 3.389, -3.141], [1.998, 2.152, -2.117], [2.463, 3.875, -1.946], [0.285, 3.025, 1.030], [1.853, 3.773, 0.595], [1.545, 2.028, 0.308], [0.048, -3.098, -0.542], [-0.046, -4.417, -1.318], [-0.337, -3.299, 0.908], [1.397, -2.424, -0.703], [1.588, -2.211, -1.767], [2.195, -3.083, -0.319], [1.412, -1.479, -0.146], [-1.331, -3.791, 0.964], [-0.393, -2.311, 1.394], [0.426, -3.930, 1.413], [-1.164, -4.208, -2.252], [-0.295, -5.289, -0.693], [0.847, -4.644, -1.919], [-1.358, 4.500, -1.892], [0.479, 5.512, -1.717], [-0.358, 5.161, -0.158], [-2.642, 2.532, -2.702], [-2.634, -2.398, -2.995], [-2.098, -1.117, -3.535], [-3.530, -2.175, -2.362], [-2.880, -3.120, -3.800], [-2.408, 0.041, -2.886], [-2.121, 1.306, -3.384], [-3.788, -0.022, -0.118], [-1.406, 1.393, -4.579], [-0.970, 0.202, -5.146], [-1.195, 2.719, -5.256], [-1.351, -1.067, -4.683], [-0.440, 0.258, -6.114], [-1.038, -2.335, -5.449], [-0.544, -2.070, -6.394], [-1.976, -2.853, -5.694], [-0.384, -3.016, -4.878], [-2.151, 3.257, -5.327], [-0.834, 2.527, -6.279], [-0.451, 3.354, -4.744], [-3.061, 3.242, -3.448], [-3.426, 2.241, -1.953], [3.829, 2.141, 3.522], [3.475, 0.725, 3.139], [4.207, 0.092, 2.120], [3.936, -1.221, 1.742], [2.872, -1.890, 2.348], [2.058, -1.222, 3.270], [0.928, -1.906, 3.721], [-0.362, -1.453, 4.030], [-1.028, -2.090, 5.098], [-2.245, -1.593, 5.562], [-2.814, -0.468, 4.938], [-2.197, 0.100, 3.819], [-0.999, -0.422, 3.328], [-0.329, 0.277, 2.121], [0.182, 1.349, 2.407], [-0.376, -0.269, 0.983], [2.434, 0.047, 3.777], [1.728, 0.637, 4.951], [2.978, 2.824, 3.379], [4.144, 2.212, 4.572], [4.657, 2.497, 2.896], [5.021, 0.653, 1.643], [4.541, -1.721, 0.986], [2.630, -2.927, 2.091], [1.052, -2.909, 3.860], [-0.553, -2.954, 5.578], [-2.753, -2.089, 6.398], [-3.743, -0.043, 5.323], [-2.633, 0.958, 3.305], [0.874, 1.260, 4.615], [1.349, -0.137, 5.637], [2.412, 1.290, 5.514]], "mulliken_charge": [-0.84, -0.34, 0.48, 0.33, 0.48, 0.39, 1.71, -0.72, -1.46, -1.98, 0.26, 0.17, 0.46, 0.45, 0.48, 0.07, 1.57, -0.74, -1.01, -1.44, 0.47, 0.33, -0.13, 0.53, -0.39, 0.33, -0.46, 0.34, 0.34, -0.50, 0.32, 0.34, -1.57, -0.93, 0.32, 0.13, 0.36, 0.26, 0.37, 0.08, 1.26, -1.42, -1.60, 0.99, 0.18, -1.64, 0.44, 0.32, 0.21, 0.30, 0.47, 0.14, 0.47, 0.33, -1.83, 1.66, -1.10, -0.68, -0.73, 0.12, 0.27, -0.13, -0.67, -0.53, -0.93, -0.59, 0.98, -0.19, -0.58, 0.29, 0.91, -1.50, 0.30, 0.38, 0.41, 0.25, 0.37, 0.35, 0.33, 0.36, 0.36, 0.38, 0.38, 0.13, 0.34, 0.59], "de_lowest_kcal_mol": 111.4, "s2": 15.806, "e_tot_ev": -82991.183, "spin_multiplicity": 8, "charge": -1}